Entry 1:
{"formula": "C6H15N2O", "method": "ωB97M-V/def2-TZVPD", "elements": ["O", "N", "N", "C", "C", "C", "C", "C", "C", "H", "H", "H", "H", "H", "H", "H", "H", "H", "H", "H", "H", "H", "H", "H"], "coordinates": [[-0.06516, 0.06553, -1.67646], [1.37414, -0.58435, 0.00610], [-1.21706, -0.69508, 0.53281], [0.10767, 1.58820, 0.16314], [1.14027, 2.45823, -0.50499], [-0.49326, -1.84127, 0.88040], [-2.31664, -0.80454, -0.34262], [0.94739, -1.43234, 1.20771], [0.17991, 0.20826, -0.33412], [-0.18229, 0.91962, -2.12085], [0.99299, 2.85378, -1.45610], [2.03729, 1.98105, -0.62427], [-0.96387, 1.84646, 0.06885], [2.29139, -0.03637, 0.17937], [1.58337, -2.19968, 1.32989], [-2.51353, 0.22858, -0.73023], [-3.13196, -1.23313, 0.20002], [1.50535, -1.08410, -0.84864], [0.23260, 1.49662, 1.27458], [-0.69643, -2.55915, 0.13317], [-0.87190, -2.32001, 1.73914], [0.93994, -0.84850, 2.02850], [-2.11433, -1.29907, -1.26935], [1.23409, 3.29129, 0.16395]], "forces_ev_per_angstrom": [[0.67, -0.07, -0.13], [0.84, 0.95, 1.53], [4.16, 3.81, -0.27], [-0.67, -0.76, 1.18], [-1.62, 1.19, 1.94], [0.48, -0.41, 0.26], [0.22, 1.83, -1.19], [-2.55, -0.02, -3.88], [-4.45, -0.88, 0.15], [0.02, -0.15, 0.17], [-1.18, 0.59, -1.73], [2.62, -1.29, 0.26], [0.61, 0.37, -0.20], [-1.99, -0.74, -0.21], [2.29, -2.76, 0.31], [-0.56, -0.69, 0.78], [-0.76, -0.09, 0.11], [0.46, -1.23, -0.60], [0.18, 0.46, -0.86], [1.01, -1.44, -1.33], [-0.59, -0.40, 1.56], [0.07, 2.26, 2.62], [0.16, -1.18, -0.53], [0.61, 0.65, 0.08]], "e_above_lowest_ev": 2.424, "e_lumo_ev": -3.3, "total_charge": 1, "largest_force_ev_per_a": 5.65, "e_tot_ha": -422.030546, "homo_energy_ha": -0.4674}

=====

Entry 2:
{"formula": "C3H6N2S", "method": "ωB97M-V/def2-TZVPD", "elements": ["S", "N", "N", "C", "C", "C", "H", "H", "H", "H", "H", "H"], "coordinates": [[0.76795, 0.49153, 1.93345], [1.47199, -0.00621, -1.08202], [-0.74829, -0.51556, -1.62519], [-0.17807, 0.33014, 0.62776], [-2.09233, -0.51162, -1.17002], [0.14509, -0.22349, -0.77249], [1.88139, -0.58294, -1.78713], [2.00097, 0.18880, -0.12804], [-2.27810, 0.10465, 0.06694], [-1.20206, 0.40578, 0.71513], [-2.88241, -0.15975, -2.08268], [-2.12101, -1.73878, -0.88037]], "forces_ev_per_angstrom": [[-0.16, 0.07, -0.94], [0.66, 0.33, 3.16], [0.15, 0.83, 0.24], [2.30, -1.52, -0.23], [-2.33, -2.16, 1.61], [1.12, 2.40, 0.92], [0.38, -0.19, -0.17], [-0.85, -0.89, -2.96], [-0.74, -1.97, -4.71], [-1.36, 0.96, 0.91], [2.18, -1.12, 2.95], [-1.35, 3.26, -0.79]], "e_above_lowest_ev": 4.083, "e_lumo_ev": -1.1, "total_charge": 0, "largest_force_ev_per_a": 5.16, "e_tot_ha": -625.471931, "homo_energy_ha": -0.3273}

=====

Entry 3:
{"formula": "C13H30GeN5O7SW", "method": "ωB97M-V/def2-TZVPD", "elements": ["W", "Ge", "S", "O", "O", "O", "O", "O", "O", "O", "N", "N", "N", "N", "N", "C", "C", "C", "C", "C", "C", "C", "C", "C", "C", "C", "C", "C", "H", "H", "H", "H", "H", "H", "H", "H", "H", "H", "H", "H", "H", "H", "H", "H", "H", "H", "H", "H", "H", "H", "H", "H", "H", "H", "H", "H", "H", "H"], "coordinates": [[-0.12183, -0.52780, -0.08613], [1.89008, 1.60453, -0.77496], [-1.08542, -2.56869, 0.79266], [-0.93109, 1.20051, -0.08692], [-1.58066, -1.29302, 1.42365], [1.54086, 0.61289, 0.73090], [1.11460, 0.08379, -1.63962], [0.44017, -2.23710, 0.86655], [-1.26300, -2.17610, -0.69610], [-1.53307, -3.82208, 1.21995], [-2.07163, 1.60824, -2.48731], [-4.12890, 1.15062, -1.46738], [-3.88866, -0.26335, -1.64212], [-1.97791, 0.37870, -2.93291], [-4.93138, 1.61551, -2.57055], [3.09519, 0.18215, 2.51163], [1.87290, 1.00186, 2.14790], [-2.84767, -0.50210, -2.38083], [-3.05367, 1.28778, 1.10903], [1.24595, -0.33663, -4.04064], [2.15492, 2.49241, 2.16288], [1.60884, -2.19479, -2.37718], [-2.88057, 1.98698, -1.36985], [-1.79258, 3.33760, 0.41585], [-2.16812, 1.90872, 0.03578], [1.84075, -0.74000, -2.71170], [0.67618, 0.64291, 3.00208], [3.30484, -0.36137, -2.58958], [0.18132, -0.55673, -4.07338], [-5.51165, 0.82576, -2.84887], [3.93940, 0.42854, 1.86553], [-2.49642, 1.25081, 2.04322], [-3.21119, 3.01319, -1.52901], [1.29465, 3.06569, 1.80675], [2.36543, 2.81085, 3.18350], [0.45730, -0.42379, 2.95132], [3.69088, -0.58094, -1.58973], [2.01868, -2.45586, -1.39890], [2.88132, -0.88340, 2.43023], [3.03683, 2.74736, 1.56798], [0.89452, 0.88546, 4.04194], [-4.63108, 1.20133, -0.57707], [-0.20761, 1.21158, 2.70640], [3.38726, 0.39456, 3.54002], [-3.93038, 1.91451, 1.29766], [-2.68033, 3.96218, 0.52350], [1.73905, -0.89251, -4.83861], [-1.61166, 2.31088, -3.04729], [-5.53673, 2.36311, -2.23705], [1.39729, 0.72711, -4.23142], [3.47520, 0.68944, -2.84202], [-2.67243, -1.54560, -2.60250], [-1.26747, 3.33200, 1.36977], [2.11851, -2.80946, -3.11998], [-3.35674, 0.26775, 0.87278], [3.89388, -0.94887, -3.29449], [0.55090, -2.45546, -2.41876], [-1.14330, 3.78729, -0.33911]], "forces_ev_per_angstrom": [[0.30, -0.04, 0.00], [0.18, 0.02, -0.01], [0.03, 0.04, -0.07], [-0.32, 0.03, -0.15], [0.05, 0.07, -0.07], [-0.23, 0.11, -0.19], [-0.17, -0.33, 0.44], [0.09, -0.05, 0.02], [-0.03, -0.04, -0.03], [0.00, 0.00, 0.01], [-0.02, 0.00, -0.15], [0.05, -0.04, 0.00], [-0.05, 0.03, 0.00], [-0.06, 0.01, 0.03], [-0.01, -0.01, -0.01], [-0.01, -0.02, -0.01], [0.07, -0.04, 0.05], [0.01, -0.01, 0.01], [-0.01, 0.02, -0.01], [0.00, 0.02, 0.03], [0.01, -0.01, -0.02], [-0.01, -0.01, -0.03], [-0.10, 0.09, 0.10], [-0.02, 0.02, 0.00], [0.18, -0.01, 0.05], [0.04, 0.15, 0.03], [-0.02, 0.01, -0.01], [0.03, -0.04, -0.02], [-0.02, 0.00, -0.01], [0.00, 0.00, 0.01], [0.00, 0.00, 0.00], [-0.01, -0.01, 0.01], [0.00, 0.00, 0.01], [0.00, 0.00, 0.01], [0.00, 0.00, 0.00], [0.00, 0.00, 0.01], [0.00, -0.01, 0.01], [-0.02, 0.00, 0.01], [0.00, 0.00, 0.00], [0.00, 0.00, 0.00], [0.01, 0.00, 0.00], [0.01, 0.01, 0.00], [0.01, 0.00, -0.01], [-0.01, 0.00, 0.00], [0.00, 0.01, -0.02], [0.01, 0.01, 0.01], [0.01, 0.00, 0.01], [0.01, 0.00, 0.01], [0.00, 0.00, 0.00], [0.00, 0.00, -0.01], [0.01, 0.01, -0.02], [0.02, 0.01, -0.01], [0.01, 0.00, 0.00], [0.01, 0.00, 0.01], [0.02, -0.01, 0.02], [0.01, 0.02, 0.00], [-0.01, 0.01, 0.01], [0.00, -0.01, 0.00]], "e_above_lowest_ev": 0.000, "s2": 3.77, "spin_multiplicity": 4, "e_lumo_ev": [-7.2, -8.1], "total_charge": 2, "largest_force_ev_per_a": 0.57, "e_tot_ha": -3855.383042, "homo_energy_ha": [-0.5423, -0.6213]}

=====

Entry 4:
{"formula": "C10H19FO5S", "method": "ωB97M-V/def2-TZVPD", "elements": ["S", "F", "O", "O", "O", "O", "O", "C", "C", "C", "C", "C", "C", "C", "C", "C", "C", "H", "H", "H", "H", "H", "H", "H", "H", "H", "H", "H", "H", "H", "H", "H", "H", "H", "H", "H"], "coordinates": [[-1.99127, -2.17548, -0.88961], [-4.57960, 0.60433, -0.21805], [-2.92938, -2.96804, -0.23043], [-1.27108, -1.20938, 0.15738], [-2.77683, -1.05916, -1.75894], [-0.53894, 1.06197, -0.14984], [-1.06204, -2.80752, -1.71603], [3.92412, -0.27464, -0.33520], [-2.12361, 0.17175, -1.48102], [-1.60349, 0.16644, -0.06505], [1.93493, -1.46930, 0.52347], [1.88052, 1.10957, 0.39309], [2.72667, -0.16620, 0.61163], [-3.95366, 0.13832, 0.93370], [1.89370, 1.61169, -1.04393], [0.42717, 1.02308, 0.92163], [-2.53986, 0.63518, 1.04009], [-1.20648, 0.16090, -2.07057], [2.60076, -2.30752, 0.36769], [-4.02139, -0.94172, 1.00306], [-4.50789, 0.52641, 1.78531], [0.26198, 0.18768, 1.58706], [2.35779, 1.89685, 0.96685], [0.25783, 1.92284, 1.50596], [-2.50773, 1.71184, 1.13571], [1.39715, -1.64511, 1.44370], [4.38802, 0.68525, -0.50176], [3.58106, -0.65148, -1.29144], [4.63548, -0.98237, 0.06857], [1.46530, 0.89480, -1.73199], [3.14644, -0.10304, 1.61250], [1.34059, 2.53897, -1.09731], [-2.61360, 1.09101, -1.75629], [2.89825, 1.83915, -1.36712], [-2.15328, 0.23123, 1.97167], [1.26238, -1.44826, -0.32448]], "forces_ev_per_angstrom": [[-0.70, 0.95, -0.79], [0.07, -0.12, 0.04], [-1.40, -0.80, 1.21], [0.16, -0.09, -0.14], [-0.09, -0.06, 1.27], [0.77, -1.42, 0.36], [1.74, -0.45, -0.94], [-0.57, 0.14, 0.12], [1.42, 0.24, -1.11], [-0.61, 1.67, 0.09], [0.22, 0.37, 0.00], [-0.07, -0.32, -0.26], [0.20, -0.30, -0.06], [-0.30, 0.25, 0.64], [-0.04, 0.03, 0.12], [0.21, 0.98, -0.01], [-0.03, -0.66, 0.04], [0.14, 0.11, -0.18], [0.24, -0.23, 0.05], [0.00, -0.26, -0.47], [-0.19, 0.13, 0.05], [-0.04, -0.39, -0.06], [0.12, 0.15, 0.27], [-0.16, 0.18, 0.20], [-0.02, 0.30, -0.29], [-0.42, -0.20, 0.09], [0.43, 0.20, 0.04], [0.04, -0.05, -0.35], [0.27, -0.10, 0.04], [-0.15, -0.11, -0.20], [-0.04, 0.03, 0.31], [-0.32, 0.19, -0.19], [-0.98, -0.25, 0.03], [0.28, -0.01, -0.07], [0.12, -0.05, 0.28], [-0.32, -0.06, -0.13]], "e_lumo_ev": 0.6, "total_charge": 0, "largest_force_ev_per_a": 2.03, "e_tot_ha": -1266.640236, "homo_energy_ha": -0.3892}